Formula: C41H64N2OPbSSi
Source: the Open Molecules 2025 dataset
Level of theory: ωB97M-V/def2-TZVPD

- spin multiplicity = 1
- HOMO level (alpha / beta) (hartree) = -0.5036 / -0.4774
- energy above the lowest of the compared OMol25 structures with the same formula, charge and spin (kJ/mol) = 178.34
- total charge = +2
- gap between HOMO and LUMO (alpha / beta) (eV) = 7.505 / 4.592
- molar mass (g mol⁻¹) = 868.33

Last column: Löwdin charge in e.
CARTESIAN COORDINATES (ANGSTROEM)
Pb -9.302597 -17.861924 1.024338  1.541
C -11.077101 -14.670815 -0.218260  -0.066
C -11.806024 -15.618930 -1.153039  -0.381
C -13.120378 -16.096357 -0.563328  -0.061
C -10.865867 -16.690824 -1.682495  -0.168
C -9.800152 -16.336890 -2.562616  -0.019
C -9.224186 -17.325413 -3.348375  -0.066
C -9.725088 -18.610761 -3.359585  -0.046
C -10.685006 -19.047898 -2.473622  -0.132
C -11.136992 -20.478070 -2.530314  -0.346
C -12.520539 -20.852391 -2.025154  -0.058
C -10.047915 -21.538106 -2.135863  -0.038
C -11.015694 -18.094713 -1.425834  -0.213
N -11.220655 -18.528501 -0.070819  -0.031
C -12.413826 -18.845886 0.433672  -0.073
C -12.765659 -19.060957 1.791573  -0.118
C -14.074804 -19.500664 1.941927  0.009
C -14.543188 -19.948964 3.143792  -0.010
C -13.784610 -19.806472 4.301433  0.007
C -12.546647 -19.167460 4.212345  0.047
C -11.936954 -18.948606 2.961877  -0.187
N -10.663595 -18.490737 2.875597  0.007
C -9.787954 -18.344180 3.921633  -0.255
C -9.025105 -19.429992 4.516852  -0.125
C -7.906361 -19.115744 5.230120  -0.043
C -7.413288 -17.855123 5.385512  -0.031
C -8.129952 -16.773213 4.864427  -0.022
C -9.353859 -17.021228 4.235588  -0.171
C -10.114030 -15.777211 3.722355  -0.371
C -10.908269 -15.236997 5.002996  -0.025
C -9.327510 -14.550951 3.191697  -0.081
C -9.489052 -20.865724 4.516757  -0.401
C -9.841724 -21.336925 5.915568  -0.035
C -8.443581 -21.737884 3.882687  -0.066
H -11.769882 -13.764036 -0.185847  0.120
H -10.136136 -14.294093 -0.547215  0.069
H -11.049941 -15.038392 0.821862  0.056
H -12.052202 -15.042092 -2.072898  0.162
H -13.087515 -16.428450 0.470379  0.064
H -13.568338 -16.886751 -1.192762  0.092
H -13.824036 -15.195690 -0.582517  0.122
H -9.573830 -15.298203 -2.610107  0.112
H -8.357469 -17.121855 -4.002697  0.126
H -9.336602 -19.345332 -4.089147  0.144
H -11.202280 -20.601568 -3.626675  0.142
H -12.507007 -20.896132 -0.935445  0.055
H -12.920755 -21.798420 -2.432549  0.108
H -13.207400 -20.036004 -2.202983  0.076
H -10.238921 -21.949847 -1.135614  0.080
H -9.105494 -21.023067 -2.106841  0.025
H -9.967396 -22.350401 -2.856734  0.089
H -13.265474 -18.998015 -0.223544  0.115
H -14.722484 -19.426472 1.066325  0.142
H -15.520417 -20.443492 3.256967  0.142
H -14.129453 -20.050636 5.284709  0.124
H -11.879264 -18.935735 5.064464  0.135
H -7.276264 -19.917522 5.637229  0.135
H -6.488541 -17.692074 5.901294  0.116
H -7.722244 -15.757662 5.032540  0.128
H -10.853031 -16.088659 2.980940  0.090
H -10.197078 -14.794537 5.684308  0.083
H -11.457133 -16.112162 5.407273  0.084
H -11.594161 -14.469554 4.628247  0.084
H -8.585461 -14.126803 3.934661  0.097
H -10.040550 -13.730349 3.071431  0.086
H -8.781561 -14.803728 2.258359  0.045
H -10.341863 -20.866827 3.836041  0.123
H -9.000639 -21.281925 6.614289  0.094
H -10.212961 -22.356953 5.853685  0.091
H -10.627769 -20.678439 6.302911  0.079
H -7.462296 -21.689270 4.338585  0.080
H -8.286126 -21.341052 2.878147  0.051
H -8.779663 -22.825335 3.729087  0.121
C -6.261084 -24.058101 0.795168  -0.101
C -6.730075 -22.940909 -0.070457  -0.305
C -6.147246 -21.573145 0.285396  -0.349
S -7.044081 -20.155445 -0.347988  0.965
O -8.193005 -19.993185 0.687216  -0.711
C -5.865847 -18.746223 -0.142370  -0.322
C -4.910214 -18.726206 1.050193  -0.284
C -3.456563 -19.044208 0.774883  -0.103
H -6.286877 -24.954668 0.157661  0.091
H -6.849070 -24.113780 1.722605  0.082
H -5.188792 -23.989811 1.083069  0.095
H -7.833867 -22.797760 0.041166  0.108
H -6.524181 -23.147766 -1.141834  0.126
H -5.149856 -21.467378 -0.123096  0.097
H -6.026749 -21.460355 1.357934  0.096
H -6.536282 -17.861904 -0.111852  0.051
H -5.260294 -18.792838 -1.064011  0.108
H -5.348462 -19.431228 1.759950  0.097
H -4.985051 -17.686814 1.419770  0.080
H -3.272392 -19.869523 0.086546  0.069
H -2.856025 -19.271079 1.701509  0.103
H -2.897742 -18.199320 0.343640  0.078
C -4.440694 -13.450977 4.050617  -0.181
Si -4.368175 -14.562227 2.502240  0.429
C -3.979299 -13.707080 0.804159  -0.187
C -2.836441 -15.587839 2.802772  -0.207
C -5.988342 -15.397023 2.155929  -0.070
H -3.524015 -12.822607 4.124435  0.050
H -4.407634 -14.261520 4.803965  0.021
H -5.354599 -12.871729 4.289239  0.031
H -2.879936 -13.620199 0.843870  0.028
H -4.446094 -12.695957 0.780546  0.037
H -4.294896 -14.287824 -0.057122  0.013
H -1.965366 -14.905473 2.884432  0.047
H -2.597467 -16.418270 2.057727  0.036
H -2.940659 -16.060729 3.827072  0.044
H -6.521073 -14.884602 1.331013  0.010
H -6.530605 -16.213204 2.608794  -0.034

Force components x, y, z for each atom (eV/Å):
0.34 -0.18 -0.06
-2.57 1.70 0.75
1.18 -0.15 -0.30
-1.35 1.20 -0.67
0.98 -1.32 -0.09
-1.72 -1.25 0.49
1.21 0.61 -0.44
0.11 -0.63 -1.03
0.18 1.24 2.92
0.40 -1.55 -1.60
-0.01 0.40 0.84
-0.63 0.64 0.46
0.10 -0.49 -2.14
-3.55 -0.39 1.12
2.66 0.79 -1.72
0.02 -0.57 0.68
0.24 0.57 -1.07
-1.32 -1.04 1.60
1.30 1.28 -0.12
0.63 -0.87 0.71
0.68 0.79 -0.43
-2.11 -0.67 -1.21
2.69 0.16 2.55
-2.00 0.67 -0.26
1.44 -1.01 0.49
-0.39 1.49 -0.48
0.15 -0.52 0.96
0.82 1.38 -1.92
-0.17 0.57 1.90
-0.32 -1.18 -1.97
0.86 -0.46 0.50
0.29 0.34 -0.51
-0.65 0.51 0.02
-0.07 -1.54 -1.66
1.03 -0.82 0.35
0.80 -0.06 -0.28
0.26 -0.05 -0.33
0.08 -0.34 0.50
0.23 -0.01 0.14
0.08 0.39 0.27
0.75 -1.30 0.09
0.36 0.62 -0.45
-0.68 0.15 0.38
-0.24 0.55 0.35
-0.08 0.00 0.22
0.06 -0.64 0.10
0.38 0.54 0.15
-0.45 0.10 -0.59
0.02 0.04 -0.20
0.61 0.02 0.00
-0.22 0.01 0.07
0.27 0.35 -0.36
0.07 -0.46 0.29
0.43 0.48 -0.36
-0.44 -0.31 0.20
-0.85 -0.27 -0.22
-0.58 0.13 -0.07
0.33 0.05 0.18
-0.62 -0.68 -0.27
-0.13 0.05 -0.08
0.04 -0.11 0.40
0.19 0.85 0.28
-0.06 -0.14 0.42
-0.68 -0.79 -0.76
0.08 -0.19 -0.49
-0.32 0.50 0.42
-0.37 -0.47 0.29
-0.05 -0.09 -0.27
-0.02 -0.07 0.22
0.00 -0.29 0.24
0.03 -0.24 0.51
0.09 -0.15 -0.26
0.51 1.51 0.57
1.13 -0.76 0.32
-1.46 1.63 -1.13
0.87 -0.02 0.11
-0.13 -0.06 0.03
-0.08 0.86 0.01
0.27 -0.40 -0.39
-0.70 0.31 0.32
1.59 0.00 0.42
-0.42 -0.09 0.80
0.18 -0.38 -0.39
-0.57 0.25 -0.16
0.60 -0.53 -0.27
-0.19 0.17 0.60
0.40 0.04 -0.23
-0.26 0.18 0.29
0.41 -0.45 -0.46
-0.60 0.32 -0.01
0.27 0.34 0.56
0.10 -0.63 0.39
-0.29 -0.19 0.03
-0.93 0.10 -0.70
-0.48 -0.04 -0.05
-0.18 -0.48 -0.07
0.59 1.11 -1.19
-0.19 0.56 1.65
0.23 -1.59 0.80
-0.27 0.35 -0.56
-0.70 -0.44 0.07
0.25 0.53 0.14
0.58 -0.16 -0.48
-0.43 0.22 -0.44
0.43 -0.62 -0.23
0.05 -0.07 -0.08
-0.45 -0.35 -0.19
-0.34 1.19 0.90
0.28 0.26 -1.04
0.10 -0.42 0.46
0.00 -0.14 0.22